{
  "formula": "C6H8",
  "method": "ωB97M-V with the def2-TZVPD basis set",
  "symbols": ["C", "C", "C", "C", "C", "C", "H", "H", "H", "H", "H", "H", "H", "H"],
  "coordinates": [[-0.28, -1.23, 0.55], [-0.83, -0.16, 1.16], [-0.56, 1.06, 0.34], [1.04, 0.94, 0.16], [0.08, 0.50, -0.88], [-0.12, -0.98, -0.94], [0.08, -2.12, 1.05], [-1.25, -0.16, 2.16], [-1.25, 1.91, 0.34], [1.44, 0.36, 0.96], [1.88, 1.45, -0.27], [0.11, 1.16, -1.75], [0.71, -1.46, -1.46], [-1.06, -1.27, -1.42]],
  "lumo_ha": 0.04453,
  "gap_ha": 0.365,
  "de_lowest_kj_mol": 183.3
}


{
  "formula": "C21H23Br36N2O3P",
  "method": "ωB97M-V with the def2-TZVPD basis set",
  "symbols": ["C", "C", "O", "N", "C", "C", "C", "C", "O", "C", "C", "P", "N", "C", "O", "H", "H", "H", "H", "H", "H", "H", "H", "H", "H", "H", "C", "Br", "Br", "Br", "H", "C", "Br", "Br", "Br", "H", "C", "Br", "Br", "Br", "H", "C", "Br", "Br", "Br", "H", "C", "Br", "Br", "Br", "H", "C", "Br", "Br", "Br", "H", "C", "Br", "Br", "Br", "H", "C", "Br", "Br", "Br", "H", "C", "Br", "Br", "Br", "H", "C", "Br", "Br", "Br", "H", "C", "Br", "Br", "Br", "H", "C", "Br", "Br", "Br", "H"],
  "coordinates": [[6.85, 2.03, 0.75], [6.97, 1.12, -0.45], [8.05, 0.94, -0.96], [5.82, 0.39, -0.98], [5.73, -0.86, -0.18], [4.68, 1.20, -1.03], [4.76, 2.46, -1.49], [3.56, 3.33, -1.53], [3.39, 4.16, -2.40], [2.58, 3.13, -0.41], [2.47, 1.88, 0.03], [1.34, 1.44, 1.37], [0.03, 0.76, 0.78], [3.29, 0.77, -0.61], [2.82, -0.32, -0.80], [6.47, 3.00, 0.43], [7.83, 2.18, 1.20], [6.11, 1.64, 1.45], [6.75, -1.09, 0.13], [5.15, -0.82, 0.75], [5.40, -1.70, -0.78], [5.69, 2.86, -1.86], [2.01, 3.95, 0.05], [0.96, 2.62, 2.05], [1.96, 0.53, 2.25], [-0.07, -0.17, 1.17], [-3.59, -0.30, -0.26], [-5.46, -0.73, -0.36], [-2.71, -1.24, 1.18], [-2.68, -0.57, -1.93], [-3.53, 0.76, -0.04], [2.86, -3.73, -1.15], [1.28, -3.34, -0.11], [4.30, -4.37, -0.05], [2.47, -4.95, -2.59], [3.18, -2.79, -1.60], [5.75, -7.15, -3.26], [5.36, -7.95, -4.97], [7.16, -8.08, -2.34], [6.11, -5.27, -3.43], [4.85, -7.25, -2.66], [0.64, -1.47, -4.77], [1.20, -0.85, -3.03], [1.83, -2.84, -5.41], [-1.20, -2.05, -4.78], [0.72, -0.63, -5.44], [-6.53, -0.04, -4.07], [-7.31, 1.43, -5.04], [-7.80, -1.45, -3.75], [-4.94, -0.70, -4.93], [-6.23, 0.34, -3.10], [-4.06, 3.03, 2.47], [-4.75, 4.50, 1.44], [-5.39, 1.67, 2.80], [-2.47, 2.29, 1.67], [-3.77, 3.42, 3.44], [-1.93, 0.09, 5.21], [-2.45, 1.71, 6.12], [-3.47, -0.95, 4.66], [-0.75, 0.46, 3.72], [-1.38, -0.51, 5.92], [1.52, 7.33, 0.39], [1.13, 5.61, 1.18], [2.60, 8.41, 1.57], [2.32, 7.14, -1.34], [0.58, 7.84, 0.26], [-4.28, 8.47, -0.22], [-4.62, 8.98, 1.60], [-5.03, 9.72, -1.47], [-2.40, 8.18, -0.55], [-4.77, 7.52, -0.39], [-7.28, -3.49, 2.72], [-7.81, -4.25, 1.03], [-5.84, -4.47, 3.52], [-6.86, -1.62, 2.54], [-8.13, -3.57, 3.38], [-10.20, -7.55, -0.39], [-9.54, -7.96, 1.37], [-11.57, -6.20, -0.36], [-8.77, -7.08, -1.59], [-10.65, -8.46, -0.78], [4.76, -2.22, 3.79], [6.47, -1.35, 4.00], [3.69, -2.10, 5.38], [3.82, -1.54, 2.25], [4.95, -3.27, 3.61]],
  "lumo_ha": -0.06203,
  "gap_ha": 0.269
}


{
  "formula": "H3N2O2P3S",
  "method": "ωB97M-V with the def2-TZVPD basis set",
  "symbols": ["H", "P", "N", "P", "N", "P", "O", "O", "S", "H", "H"],
  "coordinates": [[-0.78, 2.00, 1.22], [-1.58, 1.40, 0.21], [-0.25, 1.30, -0.59], [0.11, 0.16, -1.79], [-0.66, -1.28, -1.33], [-2.31, -1.27, -0.76], [-2.52, -2.60, -0.30], [1.60, -0.25, -1.33], [1.93, -0.87, 0.23], [0.02, -2.00, -1.13], [1.77, 0.19, 0.97]],
  "lumo_ha": -0.06406,
  "gap_ha": 0.258,
  "de_lowest_kj_mol": 52.9
}


{
  "formula": "C19H26MnN8O2S",
  "method": "ωB97M-V with the def2-TZVPD basis set",
  "symbols": ["Mn", "N", "C", "S", "N", "N", "C", "C", "C", "C", "C", "C", "C", "O", "H", "H", "H", "H", "H", "H", "H", "N", "C", "O", "C", "C", "C", "C", "N", "C", "H", "H", "H", "H", "H", "H", "C", "N", "C", "C", "N", "N", "C", "C", "H", "H", "H", "H", "H", "H", "H", "H", "H", "H", "H", "H", "H"],
  "coordinates": [[-0.99, -0.14, 0.96], [-1.61, 1.44, 4.97], [-1.47, 1.16, 3.68], [-1.30, -0.52, 3.16], [-1.46, 2.09, 2.77], [-1.34, 1.74, 1.49], [-1.57, 2.74, 0.65], [-1.60, 2.66, -0.75], [-1.74, 3.82, -1.54], [-1.80, 3.75, -2.91], [-1.71, 2.51, -3.55], [-1.60, 1.34, -2.82], [-1.56, 1.38, -1.42], [-1.51, 0.30, -0.71], [-1.64, 0.71, 5.67], [-1.77, 2.39, 5.25], [-1.78, 3.69, 1.12], [-1.80, 4.78, -1.04], [-1.91, 4.65, -3.49], [-1.72, 2.47, -4.63], [-1.56, 0.38, -3.31], [-3.69, -3.88, -2.32], [-2.75, -4.64, -1.73], [-2.54, -5.79, -2.05], [-1.90, -4.00, -0.65], [-0.97, -4.85, -0.04], [-0.13, -4.33, 0.94], [-0.21, -2.98, 1.24], [-1.07, -2.16, 0.63], [-1.91, -2.66, -0.28], [-4.27, -4.34, -3.01], [-3.96, -2.96, -2.02], [-0.93, -5.89, -0.34], [0.59, -4.96, 1.45], [0.44, -2.54, 1.99], [-2.60, -1.96, -0.73], [1.93, 1.26, 2.54], [2.62, 1.20, 1.27], [3.67, 2.18, 1.11], [2.14, 0.46, 0.27], [0.94, -0.12, 0.34], [2.91, 0.27, -0.84], [2.30, -0.06, -2.11], [4.32, -0.06, -0.80], [2.66, 1.35, 3.34], [1.35, 0.34, 2.68], [1.26, 2.12, 2.58], [3.38, 3.09, 1.63], [3.81, 2.42, 0.06], [4.61, 1.83, 1.54], [0.88, -0.79, -0.44], [2.25, -1.15, -2.28], [2.93, 0.37, -2.89], [1.31, 0.37, -2.20], [4.71, -0.04, 0.21], [4.89, 0.62, -1.43], [4.46, -1.07, -1.19]],
  "s2": 0.8842,
  "lumo_ha": [-0.32800, -0.33007],
  "total_charge": 2,
  "multiplicity": 2,
  "gap_ha": [0.200, 0.197]
}


{
  "formula": "C31H38I2InN5OSSe2Si2",
  "method": "ωB97M-V with the def2-TZVPD basis set",
  "symbols": ["In", "I", "C", "C", "C", "I", "C", "O", "C", "C", "N", "C", "C", "C", "C", "C", "C", "N", "C", "H", "H", "H", "H", "H", "H", "H", "H", "H", "H", "H", "Se", "Se", "C", "C", "C", "C", "C", "N", "C", "C", "C", "C", "C", "N", "H", "H", "H", "H", "H", "H", "H", "H", "S", "C", "N", "C", "Si", "C", "C", "C", "Si", "C", "C", "C", "H", "H", "H", "H", "H", "H", "H", "H", "H", "H", "H", "H", "H", "H", "H", "H", "H", "H", "H"],
  "coordinates": [[0.54, 0.07, 0.37], [-5.54, 5.21, 1.21], [-4.00, 3.93, 0.61], [-4.14, 3.17, -0.54], [-3.12, 2.31, -0.91], [-3.33, 1.26, -2.71], [-1.93, 2.17, -0.18], [-0.98, 1.35, -0.54], [-1.80, 3.01, 0.96], [-0.52, 2.97, 1.73], [-0.25, 1.63, 2.29], [-1.20, 1.23, 3.31], [-1.46, -0.25, 3.35], [-2.48, -0.75, 4.16], [-2.72, -2.11, 4.16], [-1.91, -2.94, 3.39], [-0.92, -2.36, 2.63], [-0.71, -1.04, 2.60], [-2.83, 3.85, 1.34], [-5.04, 3.24, -1.14], [0.30, 3.21, 1.05], [-0.53, 3.74, 2.52], [0.68, 1.61, 2.70], [-0.86, 1.55, 4.30], [-2.16, 1.73, 3.13], [-3.08, -0.08, 4.76], [-3.52, -2.53, 4.76], [-2.06, -4.01, 3.36], [-0.26, -2.95, 2.01], [-2.70, 4.48, 2.22], [-0.89, -4.92, 0.00], [-1.65, -3.49, -1.65], [-2.69, -2.26, -0.58], [-4.07, -2.44, -0.65], [-4.89, -1.61, 0.09], [-4.31, -0.62, 0.84], [-2.93, -0.50, 0.82], [-2.12, -1.30, 0.14], [1.01, -4.62, 0.00], [1.80, -5.77, -0.05], [3.18, -5.63, -0.04], [3.71, -4.35, -0.02], [2.83, -3.28, 0.00], [1.50, -3.39, 0.03], [-4.47, -3.24, -1.26], [-5.97, -1.74, 0.06], [-4.90, 0.08, 1.42], [-2.45, 0.29, 1.39], [1.33, -6.74, -0.09], [3.82, -6.50, -0.07], [4.77, -4.18, -0.03], [3.23, -2.28, 0.00], [2.11, -0.54, 2.46], [3.63, -0.29, 1.78], [4.67, -0.12, 1.32], [3.06, 2.85, 0.68], [2.51, 2.44, -1.08], [1.18, 3.60, -1.71], [4.03, 2.75, -2.13], [2.05, 0.61, -1.21], [1.71, -0.07, -2.95], [0.19, 0.70, -3.70], [3.18, 0.28, -4.08], [1.55, -1.93, -2.94], [3.09, 3.93, 0.84], [4.06, 2.45, 0.84], [2.43, 2.42, 1.45], [1.22, 4.57, -1.21], [0.18, 3.19, -1.58], [1.32, 3.77, -2.78], [4.46, 3.72, -1.88], [3.79, 2.77, -3.20], [4.80, 1.99, -1.97], [2.90, 0.06, -0.79], [0.17, 1.78, -3.56], [-0.71, 0.30, -3.23], [0.14, 0.49, -4.77], [3.14, 1.29, -4.50], [3.14, -0.42, -4.92], [4.14, 0.16, -3.58], [0.89, -2.27, -2.14], [2.52, -2.41, -2.81], [1.13, -2.28, -3.89]],
  "lumo_ha": -0.01799,
  "gap_ha": 0.271,
  "de_lowest_kj_mol": 62.4
}


{
  "formula": "C13H17FNO8P",
  "method": "ωB97M-V with the def2-TZVPD basis set",
  "symbols": ["C", "C", "O", "P", "O", "C", "C", "C", "C", "C", "C", "O", "N", "C", "O", "F", "C", "O", "O", "C", "O", "O", "C", "C", "H", "H", "H", "H", "H", "H", "H", "H", "H", "H", "H", "H", "H", "H", "H", "H", "H"],
  "coordinates": [[-0.72, -2.04, 4.46], [0.35, -1.87, 3.20], [-0.10, -0.94, 2.16], [-1.45, -1.58, 1.25], [-2.81, -1.44, 2.09], [-1.67, -0.36, -0.26], [-1.00, 1.12, 0.13], [-1.42, 2.30, -0.94], [-0.40, 2.13, -2.23], [1.09, 2.33, -2.28], [2.10, 2.81, -1.04], [2.65, 1.93, -0.18], [2.30, 4.33, -0.94], [3.00, 4.72, 0.35], [4.29, 5.15, 0.23], [2.29, 4.69, 1.68], [1.72, 2.02, -3.78], [2.95, 2.26, -4.26], [0.59, 1.42, -4.50], [-0.67, 1.72, -3.79], [-1.94, 1.73, -4.28], [-1.28, -3.25, 0.76], [-0.53, -3.38, -0.50], [-0.10, -4.98, -0.75], [-1.53, -2.82, 4.10], [-1.22, -0.99, 4.64], [-0.20, -2.46, 5.43], [0.67, -2.93, 2.80], [1.33, -1.38, 3.69], [-1.15, -0.75, -1.24], [-2.82, -0.26, -0.46], [0.19, 0.99, 0.15], [-1.35, 1.47, 1.22], [-1.32, 3.37, -0.43], [-2.52, 2.16, -1.34], [1.31, 4.71, -0.97], [0.49, -2.79, -0.44], [-1.15, -3.03, -1.45], [0.68, -5.25, 0.11], [0.36, -5.14, -1.81], [-1.00, -5.72, -0.60]],
  "lumo_ha": -0.09160,
  "gap_ha": 0.278
}


{
  "formula": "C16H20O3S2",
  "method": "ωB97M-V with the def2-TZVPD basis set",
  "symbols": ["C", "C", "C", "C", "O", "C", "C", "C", "C", "S", "O", "O", "C", "C", "C", "C", "C", "S", "C", "C", "C", "H", "H", "H", "H", "H", "H", "H", "H", "H", "H", "H", "H", "H", "H", "H", "H", "H", "H", "H", "H"],
  "coordinates": [[-2.97, -4.52, 5.12], [-2.84, -3.12, 4.89], [-2.84, -1.92, 4.67], [-2.85, -0.49, 4.39], [-2.96, -0.25, 2.98], [-1.83, -0.33, 2.19], [-0.67, 0.46, 2.40], [0.43, 0.36, 1.52], [0.31, -0.43, 0.38], [1.73, -0.59, -0.77], [1.82, -1.98, -1.21], [2.97, -0.20, -0.10], [1.40, 0.53, -2.15], [1.06, 1.93, -1.64], [0.77, 2.89, -2.80], [1.96, 3.00, -3.80], [2.38, 1.63, -4.30], [1.05, 0.96, -5.43], [2.62, 0.63, -3.10], [-0.84, -1.21, 0.17], [-1.90, -1.15, 1.06], [-3.29, -4.65, 6.14], [-3.67, -4.96, 4.42], [-1.99, -5.01, 5.00], [-3.73, -0.04, 4.85], [-1.99, 0.01, 4.80], [-0.62, 1.11, 3.25], [1.35, 0.92, 1.70], [0.54, 0.06, -2.68], [0.20, 1.96, -0.97], [1.87, 2.30, -1.03], [-0.12, 2.56, -3.29], [0.53, 3.89, -2.39], [1.68, 3.60, -4.67], [2.81, 3.50, -3.32], [3.34, 1.71, -4.85], [1.64, -0.21, -5.73], [3.45, 1.00, -2.43], [2.91, -0.35, -3.46], [-0.93, -1.84, -0.70], [-2.79, -1.77, 0.91]],
  "lumo_ha": 0.02295,
  "gap_ha": 0.364,
  "de_lowest_kj_mol": 0.0
}


{
  "formula": "C18H48O6",
  "method": "ωB97M-V with the def2-TZVPD basis set",
  "symbols": ["C", "C", "C", "O", "H", "H", "H", "H", "H", "H", "H", "H", "C", "C", "C", "O", "H", "H", "H", "H", "H", "H", "H", "H", "C", "C", "C", "O", "H", "H", "H", "H", "H", "H", "H", "H", "C", "C", "C", "O", "H", "H", "H", "H", "H", "H", "H", "H", "C", "C", "C", "O", "H", "H", "H", "H", "H", "H", "H", "H", "C", "C", "C", "O", "H", "H", "H", "H", "H", "H", "H", "H"],
  "coordinates": [[-3.37, -3.28, -1.47], [-2.34, -3.94, -2.38], [-1.03, -4.25, -1.70], [-2.99, -5.12, -2.89], [-4.23, -2.93, -2.03], [-2.91, -2.43, -0.97], [-3.67, -3.93, -0.64], [-2.20, -3.31, -3.27], [-0.63, -3.40, -1.15], [-0.27, -4.59, -2.41], [-1.10, -5.06, -0.97], [-2.44, -5.49, -3.58], [-2.29, 2.10, 4.58], [-2.30, 0.59, 4.87], [-3.35, 0.28, 5.94], [-2.67, -0.12, 3.70], [-1.37, 2.36, 4.05], [-2.33, 2.69, 5.50], [-3.18, 2.35, 4.01], [-1.33, 0.20, 5.21], [-4.34, 0.49, 5.52], [-3.27, 0.94, 6.81], [-3.35, -0.76, 6.26], [-1.99, 0.08, 3.01], [-2.73, 0.32, -1.58], [-2.46, 1.81, -1.49], [-3.59, 2.54, -0.75], [-1.24, 1.95, -0.76], [-2.00, -0.21, -2.19], [-3.68, 0.09, -2.06], [-2.76, -0.12, -0.58], [-2.35, 2.18, -2.51], [-3.62, 2.10, 0.25], [-4.54, 2.42, -1.26], [-3.37, 3.61, -0.63], [-1.04, 2.89, -0.63], [0.30, -1.08, 0.59], [0.21, -0.07, 1.73], [1.31, 0.99, 1.53], [-1.03, 0.65, 1.65], [-0.50, -1.81, 0.71], [1.31, -1.47, 0.47], [0.06, -0.52, -0.32], [0.26, -0.58, 2.69], [1.11, 1.92, 2.07], [1.34, 1.26, 0.48], [2.30, 0.62, 1.81], [-1.14, 1.02, 0.75], [1.08, -1.62, -3.14], [2.03, -0.46, -3.39], [2.24, 0.42, -2.17], [3.31, -0.99, -3.81], [0.18, -1.23, -2.65], [1.52, -2.35, -2.47], [0.72, -2.08, -4.06], [1.74, 0.22, -4.19], [2.79, 1.30, -2.52], [2.74, -0.13, -1.37], [1.25, 0.74, -1.84], [3.30, -1.15, -4.75], [6.60, 2.03, 0.27], [5.16, 1.55, 0.47], [4.24, 2.60, -0.16], [4.97, 0.33, -0.26], [6.63, 3.06, 0.62], [6.92, 1.93, -0.77], [7.32, 1.46, 0.86], [4.96, 1.28, 1.50], [4.20, 3.56, 0.38], [3.17, 2.34, -0.14], [4.51, 2.78, -1.20], [5.25, 0.45, -1.18]],
  "lumo_ha": 0.01414,
  "gap_ha": 0.359,
  "de_lowest_kj_mol": 62.4
}


{
  "formula": "CH3O4S",
  "method": "ωB97M-V with the def2-TZVPD basis set",
  "symbols": ["C", "O", "O", "O", "O", "S", "H", "H", "H"],
  "coordinates": [[-0.22, 1.00, -1.21], [-1.30, -0.95, 0.03], [-1.46, 1.30, 1.07], [1.47, -1.25, 0.53], [1.05, -0.32, 1.50], [-0.77, 0.38, 0.21], [0.51, 1.66, -0.84], [0.03, 0.14, -1.78], [0.70, -1.95, 0.49]],
  "s2": 2.0097,
  "lumo_ha": [0.14429, 0.08342],
  "total_charge": -1,
  "multiplicity": 3,
  "gap_ha": [0.187, 0.213],
  "de_lowest_kj_mol": 332.6
}


{
  "formula": "C5H6N2",
  "method": "ωB97M-V with the def2-TZVPD basis set",
  "symbols": ["N", "C", "C", "C", "C", "C", "N", "H", "H", "H", "H", "H", "H"],
  "coordinates": [[-2.31, 0.28, 1.31], [-1.36, -0.01, 0.67], [-0.35, -1.12, 0.38], [0.21, -0.58, -0.90], [-0.55, 0.70, -1.01], [1.39, 0.53, 0.89], [0.98, -0.58, 0.32], [-0.51, -2.16, 0.65], [0.55, -1.22, -1.71], [0.01, 1.63, -1.14], [-1.39, 0.66, -1.72], [1.94, 1.25, 0.29], [1.38, 0.61, 1.97]],
  "lumo_ha": [0.01301, -0.04187],
  "gap_ha": [0.325, 0.222],
  "de_lowest_kj_mol": 586.3
}


{
  "formula": "C21H32N2O5",
  "method": "ωB97M-V with the def2-TZVPD basis set",
  "symbols": ["C", "O", "C", "C", "C", "C", "O", "N", "C", "C", "C", "O", "N", "C", "C", "C", "C", "C", "C", "C", "C", "C", "C", "O", "C", "C", "O", "C", "H", "H", "H", "H", "H", "H", "H", "H", "H", "H", "H", "H", "H", "H", "H", "H", "H", "H", "H", "H", "H", "H", "H", "H", "H", "H", "H", "H", "H", "H", "H", "H"],
  "coordinates": [[-6.56, -1.85, 0.11], [-5.21, -2.19, 0.36], [-4.21, -1.27, 0.30], [-2.95, -1.82, 0.57], [-1.81, -1.04, 0.56], [-0.46, -1.58, 0.84], [0.44, -0.89, 1.31], [-0.27, -2.88, 0.52], [0.95, -3.62, 0.78], [1.81, -3.82, -0.47], [2.89, -2.77, -0.78], [3.81, -3.06, -1.52], [2.76, -1.58, -0.19], [3.72, -0.51, -0.37], [3.25, 0.46, -1.45], [1.89, 1.14, -1.24], [1.79, 2.09, -0.04], [2.97, 3.05, 0.13], [3.96, 2.66, 1.23], [4.81, 1.41, 0.99], [4.02, 0.09, 1.01], [-1.93, 0.32, 0.32], [-3.16, 0.90, 0.07], [-3.34, 2.24, -0.13], [-2.20, 3.07, -0.12], [-4.32, 0.10, 0.03], [-5.57, 0.62, -0.22], [-5.72, 1.59, -1.23], [-6.71, -1.54, -0.93], [-6.91, -1.07, 0.78], [-7.11, -2.77, 0.29], [-2.93, -2.88, 0.80], [-1.01, -3.37, 0.05], [1.50, -3.09, 1.56], [0.66, -4.60, 1.17], [1.16, -3.87, -1.35], [2.33, -4.77, -0.41], [1.96, -1.35, 0.40], [4.63, -0.98, -0.76], [4.02, 1.22, -1.61], [3.18, -0.12, -2.38], [1.12, 0.37, -1.14], [1.67, 1.71, -2.15], [1.64, 1.52, 0.88], [0.88, 2.69, -0.19], [3.50, 3.17, -0.82], [2.58, 4.04, 0.40], [3.41, 2.53, 2.17], [4.65, 3.50, 1.38], [5.36, 1.51, 0.05], [5.56, 1.38, 1.79], [3.09, 0.23, 1.55], [4.60, -0.66, 1.56], [-1.03, 0.92, 0.36], [-1.69, 3.04, 0.85], [-2.58, 4.08, -0.30], [-1.50, 2.80, -0.91], [-5.08, 1.38, -2.09], [-5.50, 2.60, -0.86], [-6.77, 1.54, -1.53]],
  "lumo_ha": 0.02195,
  "gap_ha": 0.337,
  "de_lowest_kj_mol": 240.7
}